{
  "formula": "C32H42Cl3MgN5O3P",
  "method": "ωB97M-V/def2-TZVPD",
  "symbols": ["Mg", "N", "C", "C", "N", "C", "C", "N", "C", "C", "N", "H", "H", "H", "H", "H", "H", "H", "H", "H", "H", "H", "H", "H", "H", "H", "H", "H", "H", "C", "C", "C", "C", "C", "O", "C", "N", "C", "C", "C", "C", "C", "C", "P", "C", "C", "C", "C", "C", "C", "C", "C", "C", "C", "C", "C", "H", "H", "H", "H", "H", "H", "H", "H", "H", "H", "H", "H", "H", "H", "H", "H", "H", "H", "H", "H", "H", "H", "H", "H", "Cl", "C", "Cl", "Cl", "C", "O", "O"],
  "xyz": [[-0.058661, 1.408061, -0.523873], [0.485104, 3.471169, 0.163324], [1.346638, 4.176821, -0.801724], [1.169034, 3.568159, -2.183939], [1.353474, 2.105629, -2.155814], [0.911324, 1.498552, -3.427362], [-0.571098, 1.161523, -3.394938], [-0.836468, 0.311613, -2.224653], [2.737591, 1.722797, -1.802954], [2.903529, 1.309517, -0.338166], [1.766271, 0.493160, 0.110856], [-0.468398, 3.827417, 0.090392], [0.778487, 3.663968, 1.116986], [2.383206, 4.082637, -0.477478], [1.123646, 5.245688, -0.848517], [1.864378, 4.033779, -2.893094], [0.154052, 3.771484, -2.536460], [1.467284, 0.568470, -3.561449], [1.150663, 2.144408, -4.278827], [-0.859053, 0.691175, -4.339623], [-1.183186, 2.060204, -3.291385], [-0.482392, -0.627414, -2.363953], [-1.844191, 0.254917, -2.067531], [3.430857, 2.540135, -2.028047], [3.029014, 0.886276, -2.439638], [2.948897, 2.184391, 0.308432], [3.857312, 0.785035, -0.230498], [1.823169, 0.365801, 1.118019], [1.773624, -0.455511, -0.279013], [3.681711, -3.551973, -3.135053], [3.206969, -2.833162, -1.876505], [4.078734, -1.613722, -1.595099], [1.736876, -2.397257, -1.963133], [0.728625, -3.450862, -2.431682], [0.099079, -3.885336, -1.211285], [0.418045, -2.955398, -0.284829], [1.246592, -2.046955, -0.612680], [-0.182495, -3.229398, 1.044613], [-0.054977, -4.547035, 1.490632], [-0.551584, -4.927963, 2.721997], [-1.209291, -3.995329, 3.514292], [-1.351403, -2.697076, 3.065272], [-0.841334, -2.287829, 1.831045], [-1.122375, -0.541789, 1.326017], [-0.353870, 0.390718, 2.699993], [-0.681537, 1.746788, 2.813842], [-0.030951, 2.555240, 3.732262], [0.976949, 2.030543, 4.533439], [1.318463, 0.692478, 4.415988], [0.654013, -0.125571, 3.509594], [-2.919386, -0.397581, 1.616911], [-3.514697, 0.213842, 2.712174], [-4.898239, 0.275395, 2.809568], [-5.694856, -0.270551, 1.815313], [-5.105392, -0.882557, 0.716512], [-3.726633, -0.939392, 0.617516], [4.766619, -3.649532, -3.123591], [3.416912, -2.992896, -4.035522], [3.270241, -4.555491, -3.226804], [3.288706, -3.508037, -1.017495], [4.076760, -0.935394, -2.453358], [5.111274, -1.901181, -1.404643], [3.721089, -1.068595, -0.720296], [1.699257, -1.508864, -2.604531], [1.164761, -4.321903, -2.911900], [-0.049467, -3.036147, -3.076341], [0.439904, -5.270266, 0.859385], [-0.431479, -5.947119, 3.059941], [-1.618554, -4.282163, 4.473486], [-1.884023, -1.979601, 3.677634], [-1.463966, 2.166581, 2.188672], [-0.316526, 3.594545, 3.829980], [1.483687, 2.659611, 5.251773], [2.097313, 0.274807, 5.039593], [0.929618, -1.170977, 3.438653], [-2.910302, 0.640422, 3.503930], [-5.351943, 0.754130, 3.666599], [-6.771405, -0.213941, 1.891049], [-5.719094, -1.300996, -0.068729], [-3.275608, -1.404007, -0.252730], [-5.270113, 3.656698, -1.239066], [-3.700596, 3.519457, -0.486265], [-2.640648, 4.856663, -1.054557], [-3.847440, 3.615224, 1.277581], [-2.964005, 2.202791, -0.860905], [-3.449382, 1.443345, -1.669753], [-1.862695, 2.084708, -0.247605]],
  "forces_ev_per_a": [[0.1, -0.3, 0.1], [0.0, 0.1, 0.0], [0.0, 0.0, 0.0], [0.0, 0.0, 0.0], [0.0, 0.1, -0.1], [0.0, 0.0, 0.0], [0.0, 0.0, -0.1], [0.0, -0.1, -0.1], [0.0, 0.0, 0.1], [-0.1, 0.2, 0.1], [0.4, 0.7, 0.1], [0.0, 0.0, 0.0], [0.0, -0.1, -0.1], [0.0, 0.0, 0.0], [0.0, 0.0, 0.0], [0.0, 0.0, 0.0], [0.0, 0.0, 0.0], [0.0, 0.0, 0.0], [0.0, 0.0, 0.0], [0.0, 0.0, 0.0], [0.0, 0.0, 0.0], [0.0, -0.1, -0.1], [0.0, 0.1, 0.0], [0.0, 0.0, 0.0], [0.0, 0.1, 0.1], [0.0, 0.1, 0.0], [0.0, 0.2, 0.0], [0.0, 0.0, 0.0], [-0.1, 0.0, 0.2], [0.0, 0.0, 0.0], [0.0, -0.1, 0.1], [-0.1, 0.0, 0.1], [0.0, 0.1, -0.1], [0.0, -0.1, 0.0], [0.1, 0.1, 0.0], [-0.2, -0.2, 0.2], [-0.2, -0.7, -0.3], [0.1, 0.0, -0.1], [0.0, 0.0, 0.0], [0.0, 0.1, 0.0], [0.0, 0.0, 0.0], [-0.1, 0.0, 0.0], [0.1, 0.2, 0.2], [-0.1, -0.2, 0.1], [-0.1, 0.1, -0.1], [0.0, 0.0, 0.0], [0.1, 0.0, 0.0], [0.0, 0.0, 0.0], [0.0, 0.0, 0.0], [0.1, 0.0, 0.0], [0.1, 0.0, -0.1], [0.0, 0.0, 0.2], [0.0, 0.0, 0.0], [0.1, 0.0, 0.0], [0.0, 0.0, 0.0], [0.0, 0.0, 0.0], [0.0, 0.0, 0.0], [0.0, 0.0, 0.0], [0.0, 0.0, 0.0], [0.0, -0.1, -0.1], [0.0, -0.1, 0.0], [0.0, 0.0, 0.0], [0.1, -0.2, -0.1], [0.0, 0.0, -0.1], [0.0, 0.0, 0.0], [0.0, 0.0, 0.0], [0.0, 0.0, 0.0], [0.0, 0.0, 0.0], [0.0, 0.0, 0.0], [0.0, 0.0, 0.0], [0.0, 0.0, 0.0], [0.0, 0.0, 0.0], [0.0, 0.0, 0.0], [0.0, 0.0, 0.0], [0.0, 0.0, 0.0], [0.0, 0.0, 0.0], [0.0, 0.0, 0.0], [0.0, 0.0, 0.0], [0.0, 0.0, 0.0], [0.0, 0.0, 0.0], [0.0, 0.0, 0.0], [-0.1, 0.1, 0.0], [-0.1, 0.1, 0.0], [-0.1, 0.0, 0.0], [-0.1, -0.1, 0.1], [-0.2, -0.2, -0.4], [0.3, 0.3, 0.3]],
  "mulliken_charge": [5.76, -1.00, -1.04, -1.07, -0.21, -0.89, -0.75, -0.87, -1.38, -1.15, -1.17, 0.01, 0.16, 0.34, 0.58, 0.46, 0.49, 0.48, 0.37, 0.56, 0.29, -0.34, 0.18, 0.37, 0.85, 0.52, 0.79, 0.19, 0.29, -1.64, 0.65, -1.09, 0.55, -0.52, -0.40, -0.18, -0.37, 0.13, -1.11, -0.78, -0.85, -0.36, 0.44, 1.51, 0.04, -0.07, -0.93, -0.78, -0.80, -0.74, 0.69, -0.10, -0.73, -0.63, -0.67, -0.79, 0.44, 0.34, 0.43, 0.23, 0.35, 0.48, 0.05, -0.37, 0.39, 0.25, 0.53, 0.42, 0.47, 0.46, 0.29, 0.55, 0.43, 0.47, 0.46, 0.41, 0.46, 0.42, 0.45, 0.30, -0.11, 0.91, -0.15, -0.10, -0.15, -0.74, -0.62],
  "e_tot_ev": -99760.151,
  "total_charge": 1,
  "multiplicity": 1,
  "orbital_gap_ev": 8.999,
  "e_above_lowest_ev": 0.000,
  "e_lumo_ha": -0.0685,
  "homo_energy_ev": -10.862
}

***

{
  "formula": "C6H14NP",
  "method": "ωB97M-V/def2-TZVPD",
  "symbols": ["C", "C", "C", "C", "C", "C", "N", "P", "H", "H", "H", "H", "H", "H", "H", "H", "H", "H", "H", "H", "H", "H"],
  "xyz": [[0.178781, -0.452648, -0.671848], [-1.429835, 0.203485, 1.285173], [1.010974, 0.969903, 1.150637], [-0.622059, 1.979867, -0.363064], [0.285590, -1.801340, -0.110308], [-0.282384, 0.603101, 0.364867], [0.355709, -0.221366, -1.867907], [0.870865, -3.233200, -1.303586], [-1.650341, 1.052062, 2.028472], [-2.307326, 0.087225, 0.705681], [-1.164330, -0.625579, 1.821584], [0.712779, 1.276944, 2.144456], [1.609606, 1.817844, 0.694968], [1.722557, 0.141551, 1.092008], [-1.046917, 2.629470, 0.295078], [0.228154, 2.401214, -0.900110], [-1.298013, 1.758871, -1.296555], [-0.707185, -2.114754, 0.137549], [0.959654, -1.871004, 0.734820], [0.130156, 0.747307, -2.064231], [2.240840, -2.740921, -1.619232], [0.202723, -2.608030, -2.258456]],
  "forces_ev_per_a": [[-1.4, 0.6, 2.4], [0.4, 3.5, -0.1], [0.7, 0.4, -0.7], [-0.2, -3.9, -3.9], [1.6, -2.3, -0.9], [1.4, 2.7, -1.2], [0.5, 0.5, -2.4], [1.5, 0.4, 2.3], [0.4, -1.1, -1.0], [-1.1, -0.5, -0.5], [0.3, -2.3, 1.4], [0.4, -0.2, 0.5], [-1.0, -0.8, 0.3], [-0.1, 0.0, 0.8], [-1.2, 2.0, 1.7], [0.3, 0.1, 0.7], [0.3, 0.5, 2.0], [-0.6, -0.3, 0.6], [-0.3, 0.2, 0.5], [0.1, 0.1, -0.3], [-1.4, -0.2, 0.1], [-0.8, 0.8, -2.2]],
  "mulliken_charge": [0.20, -1.93, -1.39, -2.16, -1.20, 2.23, -0.70, -0.04, 0.42, 0.41, 0.55, 0.38, 0.30, 0.32, 0.50, 0.51, 0.39, 0.42, 0.46, 0.26, 0.04, 0.04],
  "e_tot_ev": -17226.070,
  "multiplicity": 1,
  "orbital_gap_ev": 10.048,
  "e_above_lowest_ev": 0.000,
  "e_lumo_ha": 0.0277,
  "homo_energy_ev": -9.293
}

***

{
  "formula": "C28H37BrCl2N2SbSeSn",
  "method": "ωB97M-V/def2-TZVPD",
  "symbols": ["Sn", "Br", "C", "C", "C", "C", "C", "C", "N", "C", "C", "C", "C", "C", "C", "N", "H", "H", "H", "H", "H", "H", "H", "H", "H", "Se", "C", "C", "C", "C", "C", "C", "H", "H", "H", "H", "H", "C", "C", "C", "Sb", "C", "C", "C", "C", "C", "C", "H", "H", "H", "H", "H", "H", "H", "H", "H", "H", "H", "H", "H", "H", "H", "H", "H", "H", "H", "H", "H", "Cl", "C", "Cl", "H", "H"],
  "xyz": [[1.234088, -0.204741, 0.107270], [7.470785, -4.028085, 1.331639], [6.247002, -2.651141, 1.054890], [4.943114, -2.787453, 1.515457], [4.037370, -1.769236, 1.285910], [4.429040, -0.614275, 0.619976], [5.734643, -0.480724, 0.161132], [6.642863, -1.500338, 0.380008], [3.440247, 0.396479, 0.406239], [3.723595, 1.629904, 0.277018], [2.662941, 2.580625, -0.079123], [2.936841, 3.910470, -0.294125], [1.908238, 4.750786, -0.717187], [0.644141, 4.221746, -0.896119], [0.437559, 2.876001, -0.636573], [1.423590, 2.062878, -0.237075], [4.651875, -3.681028, 2.050735], [3.030918, -1.855465, 1.683679], [6.049978, 0.391033, -0.400086], [7.657627, -1.408990, 0.017257], [4.735700, 2.006277, 0.409260], [3.940013, 4.287212, -0.140986], [2.102718, 5.797449, -0.913017], [-0.179349, 4.834829, -1.234291], [-0.541126, 2.437386, -0.752717], [-1.656910, 0.628102, 1.127348], [-1.007676, 0.039691, 2.833572], [-0.216939, -1.111275, 2.911933], [0.396842, -1.432089, 4.120079], [0.214335, -0.616334, 5.228155], [-0.591983, 0.514091, 5.141901], [-1.204846, 0.854449, 3.941327], [-0.147117, -1.797501, 2.075902], [0.992628, -2.332564, 4.199293], [0.690705, -0.867480, 6.167220], [-0.740501, 1.141331, 6.011880], [-1.815778, 1.745405, 3.871688], [-4.909770, 2.407105, 0.641116], [-5.409259, 1.021463, 1.030820], [-6.690448, 0.595604, 0.314708], [-3.927877, -0.501486, 0.642861], [-3.701042, -0.881260, -1.470202], [-4.822936, -1.785530, -1.980381], [-3.629884, 0.455549, -2.207241], [-4.092761, -2.154345, 2.021841], [-5.158717, -3.128598, 1.528737], [-4.383286, -1.560893, 3.396454], [-5.661624, 3.138085, 0.947439], [-4.780160, 2.508026, -0.436122], [-3.977560, 2.673748, 1.137835], [-5.525135, 0.952395, 2.113440], [-6.596824, 0.680274, -0.768935], [-7.495073, 1.266273, 0.623336], [-7.009138, -0.419182, 0.561443], [-2.740938, -1.396176, -1.522291], [-5.806218, -1.326072, -1.869424], [-4.837037, -2.756932, -1.489620], [-4.668047, -1.964022, -3.046909], [-4.584407, 0.980981, -2.189129], [-3.384864, 0.265890, -3.255534], [-2.862003, 1.123889, -1.807029], [-3.096676, -2.598295, 1.986527], [-6.148936, -2.669849, 1.486331], [-5.222785, -3.954659, 2.241924], [-4.925962, -3.557435, 0.556119], [-5.368373, -1.093258, 3.437977], [-3.630948, -0.835936, 3.712673], [-4.381338, -2.370971, 4.130272], [1.664764, -4.308610, 0.588666], [0.071926, -4.589733, -0.097101], [-0.822546, -3.032599, -0.277797], [-0.497275, -5.223824, 0.569174], [0.181184, -5.025843, -1.080949]],
  "forces_ev_per_a": [[0.3, 0.1, -0.2], [0.1, -0.1, 0.0], [0.0, 0.0, 0.0], [-0.1, 0.0, 0.0], [-0.1, 0.0, 0.1], [-0.1, 0.1, 0.0], [0.1, 0.0, -0.1], [0.0, 0.1, 0.0], [0.0, -0.4, 0.2], [0.0, 0.3, 0.0], [0.1, -0.2, 0.0], [0.0, 0.2, 0.0], [0.0, 0.0, 0.0], [0.0, 0.0, 0.0], [0.1, 0.0, 0.0], [-0.2, 0.0, 0.0], [0.0, 0.0, 0.0], [-0.1, 0.0, 0.0], [0.0, 0.0, 0.0], [0.0, 0.0, 0.0], [0.0, 0.0, 0.0], [0.0, 0.0, 0.0], [0.0, 0.0, 0.0], [0.0, 0.0, 0.0], [-0.1, -0.1, 0.0], [-0.3, 0.1, -0.2], [0.1, -0.1, 0.0], [0.0, 0.0, 0.1], [0.0, 0.0, 0.0], [0.0, 0.0, 0.0], [0.0, 0.0, 0.0], [0.1, 0.0, 0.1], [0.0, 0.0, 0.0], [0.0, 0.0, 0.0], [0.0, 0.0, 0.0], [0.0, 0.0, 0.0], [0.0, 0.0, 0.0], [-0.2, 0.0, 0.1], [0.2, -0.1, -0.1], [-0.1, 0.1, 0.1], [0.2, 0.1, 0.0], [-0.1, 0.0, 0.1], [0.1, 0.0, -0.1], [0.1, -0.1, -0.1], [0.0, 0.2, -0.2], [0.0, -0.1, 0.2], [0.0, -0.2, 0.1], [0.0, 0.0, 0.0], [0.0, 0.0, 0.0], [0.0, 0.0, 0.0], [-0.1, 0.0, 0.0], [0.0, 0.0, 0.0], [0.0, 0.0, 0.0], [0.0, 0.0, 0.0], [0.0, 0.0, 0.0], [0.0, 0.0, 0.0], [0.0, 0.0, 0.0], [0.0, 0.0, 0.0], [0.0, 0.0, 0.0], [0.0, 0.0, 0.0], [0.0, 0.0, 0.0], [0.0, -0.1, 0.0], [0.0, 0.0, 0.0], [0.0, 0.0, 0.0], [0.0, 0.0, 0.0], [0.0, 0.0, 0.0], [0.0, 0.0, 0.0], [0.0, 0.0, 0.0], [0.0, 0.1, 0.0], [0.0, 0.1, 0.0], [-0.1, -0.2, 0.0], [-0.1, 0.0, 0.0], [0.0, 0.0, -0.1]],
  "mulliken_charge": [0.92, -0.08, -0.03, -0.82, -0.18, 0.91, -0.43, -0.75, -0.15, -0.27, 0.59, -0.85, -0.29, -1.01, 0.26, -0.03, 0.50, 0.20, 0.45, 0.45, 0.57, 0.45, 0.49, 0.44, 0.33, -0.28, 0.49, -0.04, -1.11, -0.59, -0.70, -0.42, 0.78, 0.51, 0.45, 0.45, 0.54, -1.36, 0.44, -1.34, 0.30, 0.60, -1.28, -1.19, 0.61, -1.31, -1.36, 0.46, 0.26, 0.35, 0.46, 0.31, 0.46, 0.32, 0.15, 0.28, 0.31, 0.46, 0.27, 0.48, 0.12, 0.19, 0.29, 0.46, 0.36, 0.36, 0.31, 0.47, -0.04, -0.60, -0.05, 0.34, 0.40],
  "e_tot_ev": -205394.180,
  "total_charge": 3,
  "multiplicity": 1,
  "orbital_gap_ev": 5.357,
  "e_above_lowest_ev": 0.000,
  "e_lumo_ha": -0.3763,
  "homo_energy_ev": -15.598
}

***

{
  "formula": "C2H3ClN2",
  "method": "ωB97M-V/def2-TZVPD",
  "symbols": ["C", "C", "N", "N", "Cl", "H", "H", "H"],
  "xyz": [[-0.811977, -1.990389, 0.723870], [0.541757, 0.903423, 0.634218], [-1.169651, -2.400790, -0.266783], [0.492147, 1.585422, -0.358179], [0.228894, 0.850104, -2.291391], [-0.346872, -1.382237, 1.515048], [0.515578, -0.117796, 0.632695], [0.550123, 2.552263, -0.589478]],
  "forces_ev_per_a": [[1.4, 1.8, 2.3], [0.3, 2.9, -0.2], [-0.8, -1.1, -1.6], [-0.1, -1.0, -0.3], [0.1, 0.2, 0.5], [-0.9, -1.2, -0.4], [0.0, -2.2, -0.2], [0.0, 0.5, 0.0]],
  "mulliken_charge": [0.09, -0.05, -0.29, -0.12, -0.31, 0.27, 0.14, 0.28],
  "e_tot_ev": -17620.913,
  "multiplicity": 1,
  "orbital_gap_ev": 8.668,
  "e_above_lowest_ev": 4.496,
  "e_lumo_ha": -0.0320,
  "homo_energy_ev": -9.538
}

***

{
  "formula": "C6H6OS",
  "method": "ωB97M-V/def2-TZVPD",
  "symbols": ["C", "C", "C", "C", "C", "C", "O", "S", "H", "H", "H", "H", "H", "H"],
  "xyz": [[0.727786, -0.836092, 0.887691], [1.447880, -0.232807, -0.349181], [0.265851, -1.116427, -0.519165], [0.692652, 0.601981, 0.703243], [-1.053402, -0.572953, -0.857940], [-0.534875, 1.277691, 0.378156], [-3.035271, 0.987852, -0.131188], [-1.999053, 0.231281, 0.545599], [1.202412, -1.408554, 1.544793], [2.440449, -0.384350, -0.561040], [0.368320, -1.960265, -1.127183], [1.344038, 1.232267, 1.423624], [-1.114474, 0.001014, -1.765638], [-0.752314, 2.179360, -0.171772]],
  "forces_ev_per_a": [[-1.1, 0.8, -3.8], [-3.0, 0.7, 1.8], [-0.9, 0.5, 0.1], [3.1, 2.8, 1.7], [0.3, 2.9, 2.2], [-2.5, -3.1, -1.0], [-1.6, 0.6, -0.1], [2.0, -0.1, -1.0], [1.6, -2.2, 2.7], [2.1, -0.2, -0.4], [0.9, -2.0, -0.1], [-0.7, -1.1, -1.2], [-0.6, 0.1, -0.6], [0.4, 0.2, -0.1]],
  "mulliken_charge": [-0.99, -0.49, 0.18, 0.32, -0.64, -0.65, -0.59, 0.39, 0.45, 0.38, 0.49, 0.33, 0.37, 0.45],
  "e_tot_ev": -19195.143,
  "multiplicity": 1,
  "orbital_gap_ev": [8.029, 7.974],
  "e_above_lowest_ev": 5.925,
  "e_lumo_ha": [-0.0071, -0.0069],
  "homo_energy_ev": [-8.223, -8.162]
}